{"formula": "C31H36BCrN10Se", "method": "ωB97M-V/def2-TZVPD", "homo_lumo_gap_ev": [8.127, 5.814], "spin_multiplicity": 6, "s_squared": 8.788, "total_energy_ha": -5221.366566, "max_force_ev_per_a": 0.73, "e_above_lowest_kj_mol": 42.17, "elements": ["Cr", "C", "C", "N", "N", "C", "B", "N", "C", "C", "C", "N", "N", "C", "C", "C", "N", "N", "C", "C", "C", "N", "H", "H", "H", "H", "H", "H", "H", "H", "H", "H", "H", "H", "Se", "C", "N", "C", "C", "C", "C", "C", "C", "C", "C", "N", "C", "C", "C", "C", "C", "C", "C", "C", "C", "C", "H", "H", "H", "H", "H", "H", "H", "H", "H", "H", "H", "H", "H", "H", "H", "H", "H", "H", "H", "H", "H", "H", "H", "H"], "positions_angstrom": [[0.1071, 0.0511, -0.0370], [-2.0398, 1.3007, -3.7268], [-1.2739, 0.3266, -3.0709], [-0.8955, 0.7603, -1.8756], [-1.4143, 2.0142, -1.7356], [-2.1098, 2.3506, -2.8420], [-1.3527, 2.8036, -0.3941], [0.1349, 3.0002, 0.1051], [0.9480, 4.0759, 0.1354], [2.1212, 3.7201, 0.7713], [1.9558, 2.3760, 1.1070], [0.7618, 1.9418, 0.7142], [-2.0476, 1.9497, 0.7179], [-2.8813, 2.2883, 1.7179], [-3.1210, 1.1748, 2.4942], [-2.3626, 0.1705, 1.8959], [-1.7125, 0.6440, 0.8389], [-2.1044, 4.1193, -0.6239], [-3.4276, 4.4104, -0.4762], [-3.6585, 5.6354, -1.0436], [-2.3993, 6.0270, -1.5443], [-1.4704, 5.1139, -1.3030], [-2.4794, 1.2413, -4.7119], [-0.9859, -0.6494, -3.4122], [-2.5917, 3.3150, -2.9311], [0.6288, 5.0103, -0.2975], [2.9719, 4.3534, 0.9702], [2.6311, 1.6987, 1.6146], [-3.2333, 3.2954, 1.8390], [-3.7577, 1.1045, 3.3629], [-2.2470, -0.8667, 2.1799], [-4.1251, 3.7123, -0.0506], [-4.5992, 6.1611, -1.1003], [-2.1315, 6.9336, -2.0717], [0.1570, -2.7181, -0.6415], [-0.1615, -2.8842, -2.4247], [-0.3129, -2.9629, -3.5717], [0.9093, -1.8811, 4.3290], [1.9810, -1.6782, 3.2822], [3.3209, -1.9063, 3.5706], [4.2962, -1.7496, 2.5927], [5.7518, -2.0109, 2.9013], [3.9297, -1.3474, 1.3172], [2.5900, -1.0641, 0.9828], [1.6327, -1.2719, 2.0071], [2.1235, -0.5925, -0.2366], [2.9892, -0.4143, -1.4235], [3.6981, -1.7183, -1.8740], [4.5151, -1.4619, -3.1440], [3.5740, -1.0365, -4.2738], [2.8607, 0.2598, -3.8697], [3.8943, 1.3674, -3.6432], [4.8276, 0.9464, -2.5038], [5.5482, -0.3558, -2.8821], [4.0128, 0.7381, -1.2198], [2.0752, 0.0267, -2.5728], [1.3329, -2.2379, 5.2680], [0.1733, -2.6142, 3.9905], [0.3780, -0.9479, 4.5310], [3.6083, -2.2307, 4.5675], [5.8805, -2.4018, 3.9115], [6.3375, -1.0925, 2.8189], [6.1755, -2.7339, 2.2009], [4.7112, -1.2443, 0.5885], [0.5784, -1.1448, 1.7984], [2.9335, -2.4719, -2.0654], [4.3461, -2.1170, -1.0980], [5.0261, -2.3865, -3.4197], [2.8389, -1.8250, -4.4635], [4.1413, -0.8825, -5.1985], [2.1622, 0.5573, -4.6524], [3.3891, 2.3063, -3.3870], [4.4714, 1.5438, -4.5574], [5.5620, 1.7341, -2.3189], [6.2276, -0.6593, -2.0755], [6.1602, -0.1943, -3.7755], [3.4607, 1.6539, -0.9777], [4.6886, 0.5448, -0.3908], [1.3171, -0.7446, -2.7339], [1.5601, 0.9517, -2.2799]], "forces_ev_per_angstrom": [[0.2342, -0.5706, -0.3936], [-0.0586, -0.0959, -0.1844], [-0.0522, 0.3170, 0.0397], [-0.2983, 0.5568, -0.1297], [0.0692, -0.0500, 0.2542], [0.0411, 0.0580, 0.0171], [-0.0412, -0.0613, -0.1493], [0.0032, -0.0164, 0.0964], [-0.2213, -0.2028, -0.0248], [0.1268, 0.0557, 0.0879], [-0.1078, 0.0128, 0.0457], [-0.1829, 0.1987, -0.5697], [0.0128, 0.0028, -0.0153], [0.1200, 0.0139, 0.0721], [-0.1221, 0.0057, 0.1110], [0.0898, -0.1922, 0.0116], [-0.1880, -0.0092, 0.0663], [0.2257, -0.0044, 0.1831], [0.2459, -0.1155, -0.2468], [0.0722, 0.1111, -0.1134], [0.1096, -0.0090, -0.0056], [-0.4162, 0.0305, 0.2103], [0.0700, 0.0015, 0.1609], [0.0498, -0.1735, -0.0584], [0.0803, -0.1582, 0.0285], [-0.0107, -0.1001, 0.0320], [-0.0929, -0.0755, -0.0193], [-0.0655, 0.0846, -0.0984], [-0.0062, 0.0515, -0.0219], [0.0899, 0.0039, -0.1228], [-0.0206, 0.0899, -0.0525], [0.0259, -0.0303, 0.0546], [0.1164, -0.0394, -0.0027], [-0.0414, -0.1132, 0.0734], [-0.1481, 0.2597, 0.4397], [-0.1151, 0.1019, -0.5024], [0.0557, -0.0147, 0.3090], [0.0549, 0.0208, -0.0994], [-0.3092, -0.0094, 0.0763], [0.1110, -0.0674, 0.1063], [0.1725, -0.0061, -0.0418], [-0.0704, 0.0066, -0.0130], [-0.0010, 0.0453, 0.0346], [-0.0522, -0.0596, -0.2274], [0.3437, 0.0473, 0.0454], [0.4831, 0.1149, 0.5366], [0.0560, -0.1086, -0.0055], [-0.0884, 0.1893, 0.1072], [-0.0177, 0.1637, 0.0072], [-0.0206, 0.0531, 0.0039], [0.1061, -0.0621, 0.1097], [-0.0273, -0.0292, 0.0372], [-0.0502, -0.0856, -0.0487], [-0.0702, -0.0118, 0.0404], [-0.1708, -0.0413, -0.0203], [-0.0540, 0.0624, -0.0453], [0.0049, 0.0163, -0.0514], [0.0332, 0.0276, 0.0120], [0.0289, -0.0322, -0.0195], [-0.0311, 0.0424, -0.0942], [-0.0258, 0.0216, -0.0617], [-0.0208, -0.0283, 0.0043], [-0.0265, 0.0309, 0.0308], [0.0848, 0.0780, -0.1313], [-0.1754, 0.0262, 0.0311], [-0.0955, -0.0347, 0.0109], [0.0522, -0.0225, 0.0496], [0.0249, -0.0288, -0.0041], [0.0170, 0.0325, 0.0004], [-0.0364, 0.0059, 0.0382], [-0.0610, 0.0135, -0.0393], [0.0372, -0.0521, -0.0137], [-0.0283, -0.0165, 0.0348], [0.0239, 0.0120, 0.0071], [-0.0393, 0.0206, -0.0393], [-0.0251, -0.0080, 0.0248], [0.0421, -0.0976, -0.0271], [0.0563, -0.0863, 0.1336], [0.0282, 0.0584, -0.0056], [0.0870, -0.1251, -0.0756]], "lowdin_charge": [0.559, -0.036, -0.120, -0.015, 0.018, -0.057, -0.595, 0.040, -0.052, -0.048, -0.138, -0.016, 0.026, -0.066, -0.039, -0.117, -0.042, -0.022, -0.101, -0.065, -0.153, 0.065, 0.098, 0.072, 0.120, 0.106, 0.099, 0.117, 0.117, 0.100, 0.118, 0.113, 0.093, 0.102, 0.696, -0.850, 0.040, -0.035, -0.248, 0.003, -0.248, -0.042, 0.023, -0.290, -0.046, 0.007, -0.411, -0.069, -0.279, -0.109, -0.266, -0.115, -0.280, -0.112, -0.068, -0.112, 0.075, 0.086, 0.084, 0.119, 0.075, 0.084, 0.084, 0.096, 0.056, 0.109, 0.105, 0.140, 0.123, 0.121, 0.142, 0.122, 0.121, 0.139, 0.119, 0.119, 0.111, 0.108, 0.080, 0.113]}